This record from the Open Molecules 2025 dataset describes a structure of composition C3H5NO3. The level of theory is ωB97M-V with the def2-TZVPD basis set.

Values from the calculation:
Multiplicity: 1
LUMO: 0.64 eV
E_tot: -397.726393 hartree
Net charge: 0
Frontier orbital gap: 10.251 eV
Energy above the lowest of the compared OMol25 structures with the same formula, charge and spin: 69.21 kcal/mol

Element x y z (Å)
N: -1.57177 -0.83548 0.29976
C: -0.34473 -0.33201 0.21831
O: 0.70107 -1.04702 0.59602
C: 0.00097 1.15239 0.30451
O: 1.39092 1.06308 0.07100
C: 1.45728 -0.22916 -0.52140
O: 0.59301 -0.39225 -1.47376
H: -2.35653 -0.27679 0.00014
H: -1.66686 -1.83758 0.21585
H: -0.52879 1.75855 -0.43657
H: -0.17218 1.52618 1.31827
H: 2.49763 -0.54991 -0.59214

This record from the Open Molecules 2025 dataset describes a cluster of 3 separate species, C19H25F17N5O2S in total at a distorted geometry. The level of theory is ωB97M-V with the def2-TZVPD basis set.

Values from the calculation:
Multiplicity: 1
LUMO: -3.17 eV
E_tot: -3258.779791 hartree
Net charge: +1
Frontier orbital gap: 9.917 eV
Energy above the lowest of the compared OMol25 structures with the same formula, charge and spin: 0.00 kcal/mol

Element x y z (Å)
C: 0.61612 -1.91430 -0.80778
C: 0.26224 -0.91387 -1.95613
C: -0.44312 0.38631 -1.50886
C: -1.83390 0.20955 -0.85880
C: -2.64542 -0.78001 -1.73338
N: -1.81360 -0.35872 0.50667
C: -1.14029 0.10372 1.52052
N: -0.29753 1.17001 1.53744
C: 0.16939 1.20123 2.77777
C: 1.19214 2.26779 3.09782
C: 2.28031 2.12798 1.99834
N: 3.40655 1.66248 2.22962
N: -0.31662 0.25037 3.55833
S: 0.09877 -0.00429 5.19672
N: -1.15183 -0.43557 2.73015
F: -1.82154 -1.50019 3.17677
H: 0.04513 -2.83915 -0.95612
H: 0.49006 -1.51344 0.20249
H: 1.67480 -2.19121 -0.89069
H: -0.26294 -1.46692 -2.73945
H: 1.21780 -0.60280 -2.39939
H: 0.26824 0.96102 -0.90650
H: -0.61519 0.98053 -2.41830
H: -2.41879 1.13821 -0.84628
H: -2.44772 -0.56328 -2.78568
H: -2.26472 -1.79993 -1.56602
H: -3.71109 -0.77699 -1.48619
H: -2.38391 -1.17878 0.66854
H: 0.76714 3.27243 3.14475
H: 1.66547 1.96164 4.04035
H: 1.99281 2.42244 0.98600
H: 3.46014 1.42773 3.22497
H: 0.43677 -1.32172 5.30476
C: -5.62449 3.93302 -2.81414
C: -4.37693 3.03600 -2.76019
C: -3.52340 2.98587 -4.02570
F: -4.20886 2.50443 -5.07682
F: -2.46318 2.15300 -3.82335
F: -4.73944 1.78821 -2.38160
F: -3.58293 3.52308 -1.75997
O: -6.85946 3.29975 -3.09277
C: -7.20152 3.07485 -4.41808
C: -7.29640 1.58302 -4.73982
F: -6.12529 0.95717 -4.48377
F: -7.57109 1.41122 -6.04983
F: -6.35407 3.72446 -5.23846
F: -8.41483 3.62979 -4.60082
H: -5.75092 4.32237 -1.80405
H: -5.46999 4.81346 -3.43875
H: -3.13542 3.97728 -4.27569
H: -8.07999 1.10985 -4.14408
C: 6.83711 -1.97305 3.15926
C: 6.42984 -1.69866 1.70203
C: 4.93585 -1.52087 1.43787
F: 4.22515 -2.62803 1.75871
F: 4.72095 -1.28977 0.11997
F: 6.94119 -2.66399 0.90914
F: 7.03983 -0.53753 1.33601
O: 7.06016 -3.32468 3.52367
C: 5.97221 -4.09555 3.88707
C: 5.73378 -5.24962 2.91330
F: 5.53410 -4.79190 1.66049
F: 4.62545 -5.93654 3.27740
F: 4.87527 -3.32113 4.04401
F: 6.25382 -4.61023 5.10110
H: 7.81146 -1.50223 3.28507
H: 6.18442 -1.46595 3.87090
H: 4.53260 -0.67143 1.99604
H: 6.58938 -5.92797 2.90337

This record from the Open Molecules 2025 dataset describes a cluster of 3 separate species, C15H26BrF6O4P in total. The level of theory is ωB97M-V with the def2-TZVPD basis set.

Values from the calculation:
Multiplicity: 1
LUMO: 0.66 eV
E_tot: -4402.731408 hartree
Net charge: 0
SMILES: CCOC(=O)C(F)(F)F.CCOC(=O)C(F)(F)F.CCCCCCP(C)Br
Frontier orbital gap: 9.522 eV

Element x y z (Å)
C: 2.01868 -0.09700 -2.77529
C: 3.01783 1.06022 -2.62184
C: 4.29009 0.85717 -3.44354
C: 5.30656 1.99967 -3.29513
C: 6.55951 1.64037 -2.49795
C: 6.33747 1.51357 -0.97936
P: 6.67354 -0.05011 -0.04787
C: 8.00336 -0.82308 -1.05155
Br: 4.94684 -1.35161 -0.66996
H: 1.09084 0.22850 -3.24349
H: 1.76182 -0.54443 -1.81515
H: 2.43183 -0.89057 -3.40091
H: 3.28760 1.18390 -1.56957
H: 2.55660 1.99656 -2.94568
H: 4.75001 -0.09052 -3.15224
H: 4.00147 0.74697 -4.49237
H: 4.82086 2.85970 -2.82199
H: 5.62833 2.34011 -4.28175
H: 7.30579 2.41881 -2.67046
H: 6.98265 0.72155 -2.91283
H: 5.31660 1.80428 -0.71952
H: 6.97924 2.22435 -0.44770
H: 8.81809 -0.10170 -1.15442
H: 7.67162 -1.12664 -2.04285
H: 8.37939 -1.69448 -0.51798
C: -2.74337 -1.67512 0.69296
C: -2.25899 -0.26901 0.42980
O: -1.88554 -0.09913 -0.96120
C: -2.87723 0.13275 -1.80381
O: -4.04314 0.22746 -1.55604
C: -2.31006 0.31617 -3.23155
F: -1.41721 -0.63188 -3.52908
F: -1.69675 1.50604 -3.32272
F: -3.28231 0.27737 -4.13272
H: -1.98600 -2.39976 0.39236
H: -2.93747 -1.80021 1.75669
H: -3.66220 -1.88073 0.14569
H: -1.34681 -0.04721 0.97825
H: -3.01641 0.47319 0.67891
C: -7.20905 -1.37283 6.86130
C: -6.57061 -0.16653 6.21328
O: -6.00531 -0.50839 4.92204
C: -6.85651 -0.54743 3.91022
O: -8.03116 -0.32752 3.93405
C: -6.10049 -0.89494 2.60597
F: -5.26166 -1.92298 2.78239
F: -5.37431 0.16247 2.20980
F: -6.94985 -1.20778 1.64050
H: -6.48797 -2.18479 6.95364
H: -7.55800 -1.10563 7.85890
H: -8.06229 -1.72141 6.28162
H: -5.72148 0.19819 6.78566
H: -7.28443 0.64403 6.07449

This record from the Open Molecules 2025 dataset describes the ion C4H9N2 with charge +1 at a distorted geometry. The level of theory is ωB97M-V with the def2-TZVPD basis set.

Values from the calculation:
Multiplicity: 3
LUMO (spin up / spin down): -3.40 / -6.37 eV
E_tot: -266.824505 hartree
Net charge: +1
Frontier orbital gap (spin up / spin down): 5.908 / 9.705 eV
Energy above the lowest of the compared OMol25 structures with the same formula, charge and spin: 64.46 kcal/mol

Element x y z (Å)
C: -1.41998 -0.36078 0.42519
C: 1.17662 0.17680 0.61699
C: -0.30412 0.27684 0.67178
C: 1.79800 -0.77327 -0.39830
N: -2.44589 -0.15339 -0.40955
N: 0.35315 1.36257 -0.00168
H: -1.54395 -1.45882 0.85363
H: -2.49206 0.89219 -0.60256
H: 1.64854 0.53130 1.58647
H: 1.92256 -1.79513 -0.07674
H: 2.81683 -0.59147 -0.69408
H: 1.12734 -1.07757 -1.20544
H: -3.27659 -0.73461 -0.22782
H: 0.21800 2.25175 0.54682
H: 0.42156 1.45359 -1.08471

This record from the Open Molecules 2025 dataset describes a cluster of 2 separate species, CH3BrI2Si in total at a distorted geometry. The level of theory is ωB97M-V with the def2-TZVPD basis set.

Values from the calculation:
Multiplicity: 1
LUMO: -1.23 eV
E_tot: -3498.832283 hartree
Net charge: 0
Frontier orbital gap: 7.598 eV
Energy above the lowest of the compared OMol25 structures with the same formula, charge and spin: 49.36 kcal/mol

Element x y z (Å)
C: -1.56402 -0.07920 0.20222
Si: 1.16603 -0.02240 -0.20331
Br: 1.78960 0.02302 -2.36235
I: 1.97807 2.09198 0.85126
I: 1.96498 -2.06027 0.86241
H: -2.12653 0.06421 -0.73464
H: -1.71849 -0.95802 0.83093
H: -1.48963 0.94068 0.55349